# C18H25ClN4

One molecule with the formula C18H25ClN4 (the ωB97M-V functional and the def2-TZVPD basis, the Open Molecules 2025 dataset).

Results
Charge: 0
Energy relative to the best compared isomer or geometry (same formula, charge and spin): 2.7921 eV
LUMO energy: 0.5 eV
Gap between HOMO and LUMO: 8.63 eV
SMILES: NCCCCCCC/N=c1/c2ccc(Cl)cc2nc2n1CCC2

Geometry (Å):
N1 -1.791 3.398 6.136
C1 -2.415 2.599 5.024
C2 -1.469 2.303 3.899
C3 -2.029 1.326 2.856
C4 -2.379 1.990 1.523
C5 -2.894 1.135 0.352
C6 -2.155 -0.223 0.171
C7 -0.759 -0.178 -0.118
N2 -0.425 -1.307 -0.916
C8 0.750 -1.379 -1.542
C9 0.966 -2.555 -2.481
C10 0.118 -3.757 -2.546
C11 0.302 -4.795 -3.527
C12 1.439 -4.739 -4.356
Cl1 2.001 -5.908 -5.522
C13 2.313 -3.737 -4.146
C14 2.124 -2.678 -3.235
N3 3.088 -1.682 -3.308
C15 2.886 -0.777 -2.416
N4 1.929 -0.513 -1.457
C16 2.195 0.710 -0.701
C17 3.103 1.476 -1.622
C18 3.804 0.396 -2.459
H1 -0.839 3.089 6.299
H2 -1.970 4.365 6.098
H3 -2.695 1.594 5.510
H4 -3.295 3.221 4.673
H5 -0.730 1.672 4.382
H6 -0.904 3.149 3.596
H7 -2.839 0.745 3.124
H8 -1.291 0.528 2.680
H9 -3.033 2.878 1.745
H10 -1.505 2.358 1.189
H11 -3.914 0.998 0.549
H12 -3.028 1.768 -0.590
H13 -2.729 -0.689 -0.712
H14 -2.269 -0.782 1.097
H15 -0.258 -0.096 0.802
H16 -0.525 0.779 -0.640
H17 -0.675 -3.900 -1.790
H18 -0.293 -5.767 -3.524
H19 3.198 -3.626 -4.830
H20 1.388 1.362 -0.446
H21 2.599 0.336 0.263
H22 2.557 2.016 -2.436
H23 3.746 2.058 -0.958
H24 3.803 0.786 -3.507
H25 4.801 0.057 -2.185

Just the Löwdin charges please, in e? Sure, here they are:
1. N -0.018
2. C -0.285
3. C -0.227
4. C -0.205
5. C -0.211
6. C -0.190
7. C -0.222
8. C -0.330
9. N 0.097
10. C -0.133
11. C -0.061
12. C 0.008
13. C -0.082
14. C -0.683
15. Cl 0.659
16. C -0.101
17. C -0.240
18. N 0.166
19. C -0.311
20. N 0.069
21. C -0.148
22. C -0.152
23. C -0.108
24. H 0.058
25. H 0.032
26. H 0.130
27. H 0.127
28. H 0.099
29. H 0.105
30. H 0.088
31. H 0.101
32. H 0.133
33. H 0.053
34. H 0.074
35. H 0.132
36. H 0.143
37. H 0.110
38. H 0.099
39. H 0.126
40. H 0.107
41. H 0.123
42. H 0.124
43. H 0.096
44. H 0.143
45. H 0.134
46. H 0.118
47. H 0.132
48. H 0.122



# C4H4ClNOS

One molecule with the formula C4H4ClNOS (the ωB97M-V functional and the def2-TZVPD basis, the Open Molecules 2025 dataset).

Results
Charge: 0
Energy relative to the best compared isomer or geometry (same formula, charge and spin): 3.0462 eV
LUMO energy: -1.1 eV
Gap between HOMO and LUMO: 8.05 eV
SMILES: O/N=C\C(=S)/C=C/Cl

Geometry (Å):
O1 -0.884 -2.182 0.549
N1 -1.264 -1.225 1.482
C1 -1.381 -0.029 0.990
C2 -0.979 0.487 -0.396
S1 -1.926 1.079 -1.540
C3 0.462 0.379 -0.555
C4 1.306 0.146 0.444
Cl1 3.011 0.301 0.250
H1 -1.090 -3.036 0.999
H2 -1.711 0.650 1.822
H3 0.797 0.284 -1.604
H4 1.109 -0.154 1.504

Just the Löwdin charges please, in e? Sure, here they are:
1. O -0.065
2. N -0.023
3. C -0.181
4. C -0.800
5. S 0.782
6. C -0.252
7. C -0.553
8. Cl 0.637
9. H 0.116
10. H 0.133
11. H 0.117
12. H 0.088



# C4H6O2

One molecule with the formula C4H6O2 (the ωB97M-V functional and the def2-TZVPD basis, the Open Molecules 2025 dataset).

Results
Charge: 0
Energy relative to the best compared isomer or geometry (same formula, charge and spin): 1.5258 eV
LUMO energy: 1.1 eV
Gap between HOMO and LUMO: 11.35 eV
SMILES: O=COC1CC1

Geometry (Å):
O1 -1.807 1.098 -0.135
C1 -1.767 0.096 -0.802
O2 -0.677 -0.569 -1.197
C2 0.507 -0.578 -0.407
C3 1.251 0.613 0.106
C4 0.487 -0.286 1.054
H1 -2.660 -0.426 -1.172
H2 1.087 -1.431 -0.742
H3 0.835 1.599 -0.064
H4 2.339 0.567 0.098
H5 1.009 -0.974 1.711
H6 -0.423 0.137 1.459

Just the Löwdin charges please, in e? Sure, here they are:
1. O 0.076
2. C -0.334
3. O 0.016
4. C -0.282
5. C -0.079
6. C -0.096
7. H 0.146
8. H 0.147
9. H 0.105
10. H 0.102
11. H 0.103
12. H 0.096



# C4H14N2O

A 2-piece molecular cluster, C4H14N2O overall (the ωB97M-V functional and the def2-TZVPD basis, the Open Molecules 2025 dataset).

Results
Charge: 0
Energy relative to the best compared isomer or geometry (same formula, charge and spin): 1.8773 eV
LUMO energy: 1.0 eV
Gap between HOMO and LUMO: 9.50 eV
SMILES: CNCCNC.O

Geometry (Å):
C1 -2.265 -0.714 1.633
N1 -1.114 -0.345 0.873
C2 -1.433 -0.096 -0.510
C3 -0.233 0.412 -1.268
N2 0.444 1.506 -0.564
C4 1.900 1.484 -0.605
H1 -2.767 -1.472 1.047
H2 -2.025 -0.927 2.656
H3 -2.993 0.113 1.575
H4 -0.731 0.511 1.245
H5 -2.257 0.630 -0.542
H6 -1.876 -0.942 -1.048
H7 -0.479 0.692 -2.292
H8 0.483 -0.391 -1.219
H9 0.069 2.434 -0.647
H10 2.337 2.457 -0.829
H11 2.306 0.827 -1.379
H12 2.233 1.117 0.365
O1 3.159 -2.302 0.341
H13 2.367 -1.803 0.588
H14 2.876 -3.190 0.580

Just the Löwdin charges please, in e? Sure, here they are:
1. C -0.149
2. N -0.146
3. C -0.275
4. C -0.223
5. N -0.139
6. C -0.130
7. H 0.074
8. H 0.073
9. H 0.076
10. H 0.093
11. H 0.108
12. H 0.119
13. H 0.113
14. H 0.101
15. H 0.100
16. H 0.072
17. H 0.075
18. H 0.069
19. O -0.068
20. H 0.024
21. H 0.031



# C20H46N6O4

C20H46N6O4 as an isolated structure (the ωB97M-V functional and the def2-TZVPD basis, the Open Molecules 2025 dataset).

Results
Charge: 0
Energy relative to the best compared isomer or geometry (same formula, charge and spin): 12.3055 eV
LUMO energy: 0.2 eV
Gap between HOMO and LUMO: 8.27 eV

Geometry (Å):
C1 -3.247 -0.499 -3.627
C2 -1.664 -0.775 -3.796
C3 -1.106 -1.232 -2.474
C4 0.421 -1.586 -2.472
C5 0.530 -2.822 -3.397
C6 -0.056 -2.487 -4.787
N1 -1.335 -1.886 -4.710
O1 -1.915 -1.676 -5.932
C7 1.110 -1.628 -5.498
C8 -0.174 -3.770 -5.562
C9 -1.032 0.579 -4.205
H1 -3.593 0.511 -3.406
H2 -3.617 -1.139 -2.826
H3 -3.805 -0.964 -4.440
H4 -1.322 -0.509 -1.688
H5 -1.597 -2.126 -2.091
H6 0.938 -1.765 -1.530
H7 1.075 -0.772 -2.784
H8 -0.144 -3.581 -3.001
H9 1.569 -3.147 -3.354
H10 1.477 -2.157 -6.377
H11 0.555 -0.732 -5.779
H12 1.962 -1.271 -4.920
H13 -0.864 -4.470 -5.090
H14 -0.537 -3.446 -6.537
H15 0.724 -4.370 -5.417
H16 0.055 0.550 -4.290
H17 -1.199 1.317 -3.421
H18 -1.464 0.981 -5.121
H19 -2.248 -2.559 -6.108
C10 0.794 1.802 2.205
C11 1.910 1.409 3.084
C12 3.006 2.464 2.880
C13 2.875 3.828 3.547
C14 2.635 3.519 5.062
C15 1.440 2.519 5.358
N2 1.555 1.373 4.447
O2 0.664 0.323 4.754
C16 1.718 2.114 6.797
C17 0.037 3.119 5.343
C18 2.480 0.016 2.663
H20 1.094 2.013 1.179
H21 0.176 2.677 2.407
H22 0.025 1.043 2.349
H23 3.834 2.008 3.424
H24 3.105 2.594 1.802
H25 1.952 4.345 3.284
H26 3.772 4.445 3.504
H27 2.328 4.360 5.684
H28 3.669 3.230 5.251
H29 1.134 1.255 7.127
H30 2.728 1.737 6.960
H31 1.665 2.953 7.491
H32 -0.617 3.178 4.473
H33 -0.486 2.534 6.100
H34 0.065 4.208 5.380
H35 3.098 -0.330 3.492
H36 3.003 0.051 1.708
H37 1.635 -0.669 2.587
H38 1.242 -0.423 4.926
C19 -3.794 -1.921 -0.231
O3 -4.918 -1.616 0.126
N3 -2.891 -2.200 0.623
N4 -3.302 -1.814 -1.463
H39 -3.183 -2.111 1.586
H40 -1.996 -2.346 0.179
H41 -2.320 -1.591 -1.392
H42 -3.821 -2.082 -2.287
C20 -0.887 -0.483 0.137
O4 -1.185 -1.528 -0.068
N5 0.216 0.005 -0.383
N6 -1.615 0.304 0.894
H43 0.746 0.859 -0.286
H44 0.675 -0.810 -0.766
H45 -1.282 1.105 1.410
H46 -2.478 -0.035 1.295

Just the Löwdin charges please, in e? Sure, here they are:
1. C 0.007
2. C -0.391
3. C -0.161
4. C -0.138
5. C -0.110
6. C -0.518
7. N -0.135
8. O 0.004
9. C -0.004
10. C -0.048
11. C -0.026
12. H 0.096
13. H -0.009
14. H 0.081
15. H 0.106
16. H 0.106
17. H 0.093
18. H 0.110
19. H 0.122
20. H 0.124
21. H 0.072
22. H 0.058
23. H 0.072
24. H 0.089
25. H 0.088
26. H 0.096
27. H 0.060
28. H 0.084
29. H 0.089
30. H 0.101
31. C -0.065
32. C -0.560
33. C -0.138
34. C -0.163
35. C -0.123
36. C -0.481
37. N -0.120
38. O 0.006
39. C -0.058
40. C -0.026
41. C -0.001
42. H 0.080
43. H 0.090
44. H 0.064
45. H 0.121
46. H 0.120
47. H 0.105
48. H 0.113
49. H 0.112
50. H 0.111
51. H 0.081
52. H 0.083
53. H 0.093
54. H 0.069
55. H 0.086
56. H 0.085
57. H 0.090
58. H 0.087
59. H 0.076
60. H 0.099
61. C -0.744
62. O 0.009
63. N 0.148
64. N 0.101
65. H 0.137
66. H -0.031
67. H 0.019
68. H 0.120
69. C -0.795
70. O 0.067
71. N 0.200
72. N 0.243
73. H 0.115
74. H 0.057
75. H 0.082
76. H 0.122